1.
The following is a quantum chemistry calculation of a structure of composition C3H6N2O2 in a non-equilibrium geometry, from OMol25.

LUMO = 0.61 eV
DFT total energy = -377.825878 Eh
Spin multiplicity = 1
ΔE to the lowest compared entry with this formula, charge and spin = 350.4 kJ/mol
F_max = 0.02243 hartree/bohr
E_HOMO = -8.42 eV

XYZ file:
```
13
C3H6N2O2 the ωB97M-V functional and the def2-TZVPD basis
C 0.592 -0.523 0.260
N -0.071 -1.708 0.370
C 0.836 0.189 -0.984
C -0.752 0.953 -0.008
O 1.416 -0.186 1.250
N -1.914 0.550 -0.211
O 1.773 1.018 -1.017
H 2.031 0.459 0.815
H -0.293 -1.969 1.322
H -0.865 -1.795 -0.251
H -2.652 1.230 -0.016
H 0.290 -0.150 -1.872
H -0.392 1.931 0.341
```



2.
The following is a quantum chemistry calculation of a structure of composition C41H42AsMnN3O7S2 in a non-equilibrium geometry, from OMol25.

LUMO (alpha / beta) = 4.04 / 4.03 eV
DFT total energy = -6461.662469 Eh
Spin multiplicity = 6
ΔE to the lowest compared entry with this formula, charge and spin = 358.8 kJ/mol
F_max = 0.02808 hartree/bohr
E_HOMO (alpha / beta) = -2.16 / -2.30 eV
Charge = -2
⟨S²⟩ = 8.801

XYZ file:
```
97
C41H42AsMnN3O7S2 the ωB97M-V functional and the def2-TZVPD basis
Mn -1.689 -0.566 1.679
C -3.829 2.954 2.993
C -2.707 1.938 2.899
O -2.792 1.122 1.939
C -1.672 1.992 3.821
C -0.604 1.072 3.889
C 0.460 1.285 4.930
N -0.509 0.024 3.102
N 0.613 -0.775 3.304
C 0.499 -1.916 2.681
O -0.533 -2.270 1.995
C 1.630 -2.873 2.776
C 1.395 -4.203 2.435
C 2.423 -5.129 2.460
C 3.706 -4.734 2.814
C 3.947 -3.407 3.147
C 2.917 -2.481 3.135
H -4.687 2.565 2.449
H -3.514 3.891 2.527
H -4.105 3.146 4.029
H -1.692 2.778 4.565
H 0.366 2.273 5.382
H 1.441 1.167 4.474
H 0.371 0.525 5.708
H 0.392 -4.475 2.133
H 2.225 -6.161 2.199
H 4.516 -5.455 2.822
H 4.954 -3.094 3.402
H 3.090 -1.442 3.386
C -2.074 5.715 -3.154
C -2.110 4.224 -2.935
C -1.178 3.390 -3.538
C -1.219 2.010 -3.345
C -2.173 1.469 -2.508
C -3.099 2.284 -1.885
C -3.087 3.651 -2.124
S -2.631 -0.656 -1.182
O -1.531 -1.856 -1.638
O -3.839 -0.965 -1.950
N -2.900 -1.148 0.354
C -4.205 -1.672 0.692
C -4.295 -1.970 2.208
O -5.334 -2.511 2.607
O -3.299 -1.617 2.911
H -1.086 6.035 -3.489
H -2.316 6.246 -2.232
H -2.802 6.019 -3.913
H -0.403 3.814 -4.171
H -0.494 1.386 -3.858
H -3.831 1.851 -1.210
H -3.835 4.289 -1.662
H -4.428 -2.589 0.141
H -5.003 -0.957 0.457
C -0.939 4.641 0.650
S -0.490 2.894 0.397
C 0.943 2.877 1.498
H -0.215 5.309 0.179
H -0.999 4.846 1.720
H -1.914 4.776 0.185
H 0.640 3.198 2.496
H 1.725 3.527 1.101
H 1.298 1.849 1.529
O -0.224 -0.050 0.081
As 1.194 -0.949 -0.111
C 1.127 -3.318 -1.780
C 2.430 -3.787 -1.563
C 2.683 -5.110 -1.246
C 1.640 -6.018 -1.143
C 0.345 -5.574 -1.363
C 0.088 -4.248 -1.678
C 2.418 0.529 -0.750
C 1.957 1.626 -1.470
C 2.791 2.701 -1.736
C 4.102 2.698 -1.274
C 4.583 1.600 -0.573
C 3.742 0.525 -0.314
C 0.910 -1.853 -2.045
C -0.485 -1.346 -2.443
C -0.759 -1.471 -3.912
C 0.220 -1.160 -4.765
C 1.562 -0.924 -4.254
C 1.900 -1.306 -3.012
H 3.262 -3.096 -1.616
H 3.701 -5.434 -1.059
H 1.834 -7.051 -0.877
H -0.481 -6.270 -1.267
H -0.930 -3.921 -1.813
H 0.923 1.649 -1.787
H 2.424 3.560 -2.288
H 4.740 3.557 -1.448
H 5.608 1.601 -0.218
H 4.100 -0.330 0.254
H -0.439 -0.262 -2.243
H -1.769 -1.725 -4.213
H 0.058 -1.144 -5.837
H 2.311 -0.521 -4.927
H 2.942 -1.285 -2.716
```